DFT (ωB97M-V/def2-TZVPD) results for 8 unconnected molecules or ions with the total composition C39H92O26S7 in a non-equilibrium geometry.

XYZ file:
```
164
C39H92O26S7 ωB97M-V/def2-TZVPD
C 1.240 -2.207 3.724
O 0.670 -2.486 2.463
C -0.328 -3.498 2.439
C -0.040 -4.545 1.362
C 0.237 -3.923 -0.014
C -1.042 -3.582 -0.807
C -1.232 -2.069 -0.925
C -2.631 -1.589 -1.293
C -2.841 -0.111 -0.932
C -2.870 0.115 0.586
C -1.636 0.711 1.285
C -2.041 1.688 2.388
O -2.850 1.081 3.378
C -2.230 0.035 4.111
O -0.794 1.437 0.363
C 0.517 1.498 0.748
O 0.949 2.480 1.254
C 1.344 0.285 0.443
C 2.650 0.659 -0.264
C 3.490 -0.578 -0.582
C 4.643 -0.316 -1.541
O 5.628 0.583 -1.051
C 6.438 0.069 -0.005
H 2.093 -2.863 3.931
H 1.592 -1.172 3.717
H 0.503 -2.314 4.529
H -1.302 -3.025 2.247
H -0.395 -3.983 3.420
H -0.929 -5.182 1.304
H 0.800 -5.174 1.675
H 0.883 -4.593 -0.588
H 0.798 -2.997 0.144
H -1.031 -4.051 -1.794
H -1.916 -3.985 -0.277
H -0.995 -1.649 0.062
H -0.511 -1.654 -1.642
H -2.836 -1.743 -2.358
H -3.355 -2.183 -0.717
H -2.092 0.509 -1.431
H -3.803 0.180 -1.356
H -3.053 -0.855 1.060
H -3.734 0.730 0.860
H -1.050 -0.107 1.725
H -1.160 2.177 2.823
H -2.660 2.462 1.920
H -2.474 0.169 5.169
H -1.140 0.057 4.008
H -2.602 -0.940 3.774
H 0.767 -0.428 -0.143
H 1.573 -0.186 1.408
H 2.437 1.209 -1.186
H 3.217 1.322 0.395
H 2.857 -1.365 -1.009
H 3.893 -0.977 0.358
H 5.116 -1.256 -1.852
H 4.239 0.181 -2.432
H 6.172 0.538 0.949
H 7.483 0.297 -0.232
H 6.333 -1.017 0.090
C -9.232 1.271 -4.060
C -8.172 2.241 -3.587
O -7.879 2.116 -2.172
S -7.003 0.877 -1.712
C -6.650 1.424 -0.079
O -5.802 0.857 -2.492
O -7.818 -0.298 -1.649
H -8.889 0.240 -4.003
H -9.481 1.497 -5.098
H -10.134 1.363 -3.455
H -7.240 2.133 -4.143
H -8.508 3.270 -3.686
H -6.039 2.321 -0.133
H -6.106 0.614 0.407
H -7.588 1.610 0.435
C 8.175 -3.542 -6.447
C 8.922 -2.261 -6.143
O 8.045 -1.156 -5.813
S 7.382 -1.154 -4.371
C 6.833 0.513 -4.371
O 8.414 -1.329 -3.393
O 6.257 -2.040 -4.359
H 7.665 -3.928 -5.567
H 8.886 -4.292 -6.795
H 7.431 -3.375 -7.225
H 9.638 -2.389 -5.330
H 9.462 -1.904 -7.017
H 7.703 1.164 -4.376
H 6.256 0.640 -3.455
H 6.208 0.683 -5.243
C 3.515 4.312 0.970
C 4.461 5.490 0.979
O 5.201 5.619 2.225
S 6.403 4.615 2.449
C 7.157 5.460 3.793
O 7.257 4.655 1.298
O 5.921 3.346 2.902
H 4.057 3.370 1.028
H 2.933 4.310 0.051
H 2.830 4.357 1.814
H 5.186 5.451 0.166
H 3.923 6.433 0.897
H 7.510 6.427 3.448
H 7.989 4.839 4.119
H 6.426 5.564 4.589
C -4.580 4.828 9.692
C -4.905 3.489 9.068
O -5.008 3.544 7.624
S -3.651 3.642 6.800
C -4.304 3.250 5.223
O -2.774 2.600 7.249
O -3.179 4.993 6.809
H -3.583 5.167 9.419
H -4.630 4.736 10.777
H -5.295 5.585 9.370
H -4.172 2.726 9.334
H -5.887 3.139 9.379
H -4.667 2.227 5.234
H -3.485 3.343 4.515
H -5.098 3.956 4.992
C 0.816 -8.860 -5.009
C 0.926 -7.352 -4.961
O -0.190 -6.681 -5.600
S -1.568 -6.645 -4.816
C -2.346 -5.399 -5.780
O -1.326 -6.165 -3.488
O -2.262 -7.884 -4.988
H -0.021 -9.221 -4.413
H 1.735 -9.295 -4.615
H 0.676 -9.203 -6.034
H 1.014 -6.980 -3.940
H 1.788 -7.002 -5.525
H -1.801 -4.467 -5.657
H -3.360 -5.306 -5.398
H -2.358 -5.720 -6.818
C -6.506 -1.671 5.075
C -6.703 -3.093 4.595
O -6.773 -3.200 3.150
S -5.412 -3.065 2.348
C -5.983 -3.655 0.796
O -4.452 -3.967 2.911
O -5.061 -1.681 2.228
H -5.533 -1.279 4.784
H -6.576 -1.651 6.163
H -7.273 -1.017 4.662
H -5.917 -3.758 4.953
H -7.661 -3.490 4.925
H -6.265 -4.699 0.899
H -5.151 -3.547 0.103
H -6.823 -3.043 0.477
C 2.230 6.302 -3.218
C 3.664 6.578 -3.615
O 4.627 5.750 -2.912
S 4.759 4.235 -3.368
C 6.237 3.862 -2.497
O 4.977 4.194 -4.784
O 3.676 3.477 -2.820
H 1.912 5.305 -3.518
H 1.582 7.033 -3.704
H 2.102 6.386 -2.139
H 3.823 6.452 -4.687
H 3.958 7.591 -3.346
H 7.048 4.457 -2.907
H 6.417 2.797 -2.627
H 6.081 4.070 -1.441
```

Its LUMO energy is 0.0163 Eh. Its molar mass is 1201.6 g mol⁻¹. Its total charge is 0. Its gap between HOMO and LUMO is 9.822 eV. For the HOMO energy, the calculation gives -9.4 eV. The calculated total energy is -171013.184 eV.